a | 12
Properties=species:S:1:pos:R:3 method="wB97M-V/def2-TZVPD" e_homo_ev=-8.590 smiles=Cc1cnc(O)o1 homo_lumo_gap_ev=9.12 lumo_energy_ev=0.5 charge=0
C 0.978 -1.516 0.516
C 0.109 -0.485 0.006
C -0.922 -0.471 -0.859
N -1.486 0.804 -0.954
C -0.596 1.499 -0.320
O -0.485 2.851 -0.191
O 0.345 0.814 0.413
H 1.996 -1.277 0.256
H 0.758 -1.512 1.590
H 0.680 -2.528 0.174
H -1.410 -1.300 -1.327
H 0.032 3.121 0.696


b | 12
Properties=species:S:1:pos:R:3 method="wB97M-V/def2-TZVPD" e_homo_ev=-10.004 smiles="O=CC(=O)N1CC1" homo_lumo_gap_ev=9.71 lumo_energy_ev=-0.3 charge=0
O 1.839 1.587 0.521
C 1.973 0.391 0.524
C 0.937 -0.587 -0.028
O 1.141 -1.779 0.067
N -0.141 -0.030 -0.673
C -1.448 -0.625 -0.572
C -1.188 0.742 -0.041
H 2.846 -0.127 0.968
H -1.528 -1.446 0.137
H -1.990 -0.747 -1.505
H -1.533 1.604 -0.602
H -1.149 0.870 1.037


Of them, the most stable is a and the least stable is b.


a | 112
Properties=species:S:1:pos:R:3 method="wB97M-V/def2-TZVPD" e_homo_ev=-11.199 smiles="CCOC(=O)C(F)(F)F.CCOC(=O)C(F)(F)F.CCOC(=O)C(F)(F)F.CCOC(=O)C(F)(F)F.CCOC(=O)C(F)(F)F.CCOC(=O)C(F)(F)F.CCOC(=O)C(F)(F)F.CCOC(=O)C(F)(F)F" homo_lumo_gap_ev=11.24 lumo_energy_ev=0.0 charge=0
C 23.027 23.872 -22.564
C 23.796 24.958 -21.790
O 23.179 24.938 -20.500
C 22.776 26.089 -19.843
O 22.715 27.197 -20.339
C 22.106 25.829 -18.496
F 22.220 24.550 -18.188
F 22.656 26.673 -17.576
F 20.783 26.154 -18.558
H 23.131 23.945 -23.647
H 21.977 23.846 -22.272
H 23.455 22.920 -22.252
H 23.530 25.947 -22.163
H 24.873 24.789 -21.780
C 15.292 22.605 -19.135
C 14.018 22.434 -19.967
O 14.054 21.110 -20.352
C 13.090 20.642 -21.133
O 12.060 21.219 -21.425
C 13.318 19.171 -21.682
F 12.518 18.376 -21.034
F 12.959 19.127 -22.944
F 14.581 18.672 -21.618
H 16.251 22.268 -19.527
H 15.222 22.241 -18.110
H 15.440 23.634 -18.809
H 13.878 23.049 -20.855
H 13.121 22.656 -19.389
C 12.823 26.494 -25.188
C 13.052 27.760 -24.263
O 14.336 27.813 -23.709
C 14.922 28.997 -23.355
O 14.226 29.921 -23.170
C 16.476 29.110 -23.126
F 16.733 28.995 -21.809
F 17.093 28.150 -23.815
F 16.896 30.287 -23.535
H 13.325 26.502 -26.156
H 11.768 26.262 -25.339
H 13.146 25.666 -24.558
H 12.486 27.543 -23.357
H 12.751 28.702 -24.721
C 11.276 19.932 -12.051
C 11.116 19.972 -10.566
O 10.828 18.772 -9.847
C 10.205 18.966 -8.604
O 9.722 20.013 -8.235
C 10.289 17.728 -7.622
F 9.065 17.372 -7.301
F 10.975 16.663 -8.093
F 10.909 18.158 -6.489
H 10.348 19.764 -12.598
H 11.849 19.070 -12.393
H 11.816 20.810 -12.405
H 10.451 20.811 -10.360
H 12.108 20.243 -10.206
C 4.933 20.892 -22.217
C 3.455 20.896 -21.872
O 2.773 20.478 -23.074
C 1.436 20.635 -23.323
O 0.774 21.395 -22.639
C 0.835 19.997 -24.616
F -0.194 20.697 -24.954
F 1.743 19.939 -25.585
F 0.477 18.719 -24.441
H 5.569 21.296 -21.430
H 5.087 21.496 -23.112
H 5.283 19.872 -22.374
H 3.215 21.942 -21.683
H 3.336 20.229 -21.018
C 20.685 17.460 -20.292
C 21.828 16.852 -21.200
O 22.385 15.773 -20.524
C 23.382 15.011 -21.028
O 23.903 15.242 -22.077
C 23.723 13.764 -20.125
F 24.763 13.986 -19.414
F 22.654 13.429 -19.335
F 24.021 12.695 -20.850
H 19.914 16.705 -20.133
H 20.192 18.326 -20.734
H 21.116 17.783 -19.345
H 22.554 17.628 -21.444
H 21.553 16.521 -22.202
C 18.121 11.539 -24.823
C 19.331 10.677 -24.665
O 19.185 9.437 -25.429
C 19.308 9.359 -26.779
O 19.763 10.290 -27.425
C 18.949 7.980 -27.361
F 17.693 8.067 -27.750
F 19.729 7.728 -28.427
F 19.002 7.014 -26.416
H 18.139 12.353 -24.098
H 17.318 10.809 -24.726
H 18.033 11.919 -25.841
H 19.415 10.377 -23.620
H 20.227 11.240 -24.926
C 22.504 24.329 -9.922
C 21.108 23.815 -9.591
O 20.160 24.798 -10.007
C 18.923 24.330 -10.327
O 18.624 23.114 -10.190
C 18.067 25.487 -10.795
F 18.763 26.495 -11.235
F 17.276 25.038 -11.773
F 17.401 25.901 -9.722
H 22.709 25.291 -9.453
H 22.687 24.442 -10.991
H 23.247 23.598 -9.604
H 20.881 23.703 -8.531
H 20.949 22.842 -10.056


b | 112
Properties=species:S:1:pos:R:3 method="wB97M-V/def2-TZVPD" e_homo_ev=-11.121 smiles="CCOC(=O)C(F)(F)F.CCOC(=O)C(F)(F)F.CCOC(=O)C(F)(F)F.CCOC(=O)C(F)(F)F.CCOC(=O)C(F)(F)F.CCOC(=O)C(F)(F)F.CCOC(=O)C(F)(F)F.CCOC(=O)C(F)(F)F" homo_lumo_gap_ev=11.33 lumo_energy_ev=0.2 charge=0
C -15.023 4.455 0.122
C -14.355 4.095 1.518
O -13.568 2.951 1.173
C -13.971 1.720 1.301
O -15.104 1.365 1.712
C -12.868 0.697 0.973
F -13.368 -0.335 0.276
F -11.885 1.374 0.336
F -12.441 0.214 2.165
H -15.861 5.152 0.141
H -15.561 3.601 -0.287
H -14.202 4.772 -0.521
H -15.042 3.853 2.328
H -13.683 4.875 1.875
C 3.642 3.680 -4.924
C 2.676 2.497 -4.664
O 3.539 1.378 -5.155
C 2.939 0.199 -5.485
O 1.802 0.173 -5.824
C 3.861 -1.062 -5.354
F 3.818 -1.591 -6.582
F 5.075 -0.694 -4.934
F 3.395 -2.056 -4.644
H 4.461 3.710 -4.205
H 3.100 4.578 -4.628
H 4.124 3.769 -5.897
H 1.641 2.526 -5.005
H 2.696 2.324 -3.588
C 3.072 -3.082 9.544
C 4.042 -3.482 8.389
O 5.281 -3.897 8.884
C 6.308 -2.933 9.121
O 6.089 -1.742 9.159
C 7.704 -3.509 9.593
F 8.604 -3.482 8.588
F 8.061 -2.795 10.668
F 7.561 -4.834 9.903
H 2.118 -2.653 9.235
H 3.647 -2.316 10.064
H 2.764 -3.893 10.204
H 4.074 -2.758 7.576
H 3.823 -4.419 7.877
C -3.801 0.107 -0.669
C -2.650 -0.692 -1.371
O -1.967 -1.565 -0.425
C -0.939 -0.974 0.296
O -0.750 0.205 0.334
C -0.148 -1.958 1.139
F -0.174 -3.205 0.664
F 1.064 -1.475 1.397
F -0.826 -2.001 2.273
H -3.434 0.611 0.225
H -4.499 -0.698 -0.439
H -4.322 0.829 -1.299
H -2.030 0.020 -1.916
H -3.011 -1.336 -2.174
C -1.938 6.246 3.024
C -1.914 6.830 1.553
O -1.136 7.980 1.707
C -1.109 8.942 0.731
O -1.586 8.762 -0.403
C -0.422 10.244 1.118
F -1.254 11.081 1.787
F 0.622 10.011 1.958
F 0.021 10.902 0.085
H -2.944 5.950 3.322
H -1.548 7.037 3.666
H -1.235 5.414 2.988
H -2.937 6.919 1.186
H -1.467 6.155 0.824
C 7.333 -6.521 0.631
C 7.853 -5.618 1.757
O 9.221 -5.971 2.080
C 10.255 -5.054 2.109
O 10.191 -3.825 1.898
C 11.606 -5.743 2.443
F 11.492 -7.073 2.406
F 12.398 -5.424 1.420
F 12.131 -5.240 3.604
H 8.052 -6.928 -0.080
H 6.534 -6.068 0.043
H 6.972 -7.423 1.125
H 7.162 -5.908 2.549
H 7.790 -4.560 1.502
C 11.907 -0.059 -2.423
C 11.542 1.310 -1.867
O 10.538 1.429 -0.861
C 9.238 1.737 -1.122
O 8.613 1.658 -2.198
C 8.515 2.256 0.109
F 7.733 1.302 0.661
F 9.314 2.779 1.046
F 7.659 3.147 -0.354
H 10.991 -0.606 -2.649
H 12.267 -0.525 -1.506
H 12.641 -0.005 -3.227
H 11.249 1.952 -2.699
H 12.477 1.786 -1.569
C -8.985 -3.653 -5.748
C -10.471 -3.866 -5.583
O -10.999 -4.213 -6.873
C -11.709 -3.184 -7.570
O -11.879 -2.022 -7.214
C -12.170 -3.549 -8.995
F -13.394 -3.048 -9.158
F -11.296 -2.958 -9.791
F -12.144 -4.852 -9.231
H -8.731 -2.818 -6.400
H -8.487 -4.551 -6.112
H -8.572 -3.298 -4.804
H -10.878 -2.947 -5.160
H -10.610 -4.613 -4.802


Of them, the most stable is a and the least stable is b.


a | 25
Properties=species:S:1:pos:R:3 method="wB97M-V/def2-TZVPD" e_homo_ev=-12.850 homo_lumo_gap_ev=8.98 lumo_energy_ev=-3.9 charge=+1
C 1.474 0.551 0.051
C -1.728 0.038 0.971
C -2.596 -0.071 -0.078
C 3.650 -0.089 0.482
C 2.992 -1.013 -0.617
C -3.144 -1.451 -0.399
C -2.610 1.071 -1.041
N 2.567 0.768 0.812
N 1.625 -0.436 -0.790
Si -0.535 1.386 1.335
H -1.631 -0.843 1.640
H 3.823 -0.878 1.336
H 4.586 0.402 0.074
H 3.471 -0.932 -1.652
H 2.846 -2.034 -0.277
H -2.599 -1.879 -1.301
H -3.178 -2.127 0.426
H -4.001 -1.332 -0.989
H -3.272 1.889 -0.764
H -3.183 0.772 -2.002
H -1.596 1.435 -1.015
H 2.582 1.370 1.640
H 0.940 -0.776 -1.426
H -0.119 2.716 0.818
H -0.362 1.465 2.768


b | 25
Properties=species:S:1:pos:R:3 method="wB97M-V/def2-TZVPD" e_homo_ev=-11.892 homo_lumo_gap_ev=6.94 lumo_energy_ev=-4.9 charge=+1
C -2.887 -0.659 1.078
C 2.817 2.364 0.628
C 1.801 1.471 0.662
C -1.896 0.449 -0.592
C -3.436 0.695 -0.747
C 0.756 -1.633 1.005
C 3.183 -0.984 -1.053
N -1.752 -0.431 0.529
N -3.978 -0.115 0.429
Si 1.937 -0.374 0.279
H -2.894 -1.175 2.017
H 2.680 3.361 0.514
H 3.846 2.183 0.625
H 0.813 1.795 0.687
H -1.321 -0.121 -1.343
H -1.538 1.509 -0.565
H -3.822 1.787 -0.826
H -3.942 0.110 -1.670
H -0.257 -1.135 0.927
H 1.018 -2.546 0.669
H 0.750 -1.801 2.130
H 3.247 -1.987 -1.016
H 2.812 -0.879 -2.072
H 4.158 -0.442 -0.927
H -4.717 0.365 0.858


Of them, the most stable is a and the least stable is b.


a | 19
Properties=species:S:1:pos:R:3 method="wB97M-V/def2-TZVPD" e_homo_ev=-8.538 smiles="CN(N)C(=N)N(C)N" homo_lumo_gap_ev=9.28 lumo_energy_ev=0.7 charge=0
C 1.559 -1.205 -0.808
N 1.207 -0.001 -0.162
N 2.222 0.644 0.603
C -0.083 0.515 -0.156
N -0.322 1.758 0.096
N -1.165 -0.341 -0.220
C -1.294 -1.345 0.910
N -2.427 0.336 -0.448
H 2.543 -1.208 -1.277
H 0.802 -1.580 -1.478
H 1.591 -1.985 -0.032
H 2.421 0.000 1.381
H 3.125 0.759 0.112
H 0.489 2.330 0.148
H -2.297 -1.829 0.879
H -1.196 -0.790 1.858
H -0.523 -2.099 0.876
H -2.282 0.734 -1.366
H -2.372 1.102 0.149


b | 19
Properties=species:S:1:pos:R:3 method="wB97M-V/def2-TZVPD" e_homo_ev=-7.293 smiles=CNN(N)N1C[C@H]1N homo_lumo_gap_ev=8.24 lumo_energy_ev=0.9 charge=0
C 0.640 -0.251 -2.171
N -0.287 0.534 -1.369
N -0.817 -0.258 -0.323
N -2.131 -0.592 -0.720
N -0.914 0.503 0.881
C -0.460 -0.394 1.952
C 0.431 0.740 1.571
N 1.712 0.520 0.946
H 0.131 -1.089 -2.659
H 1.069 0.380 -2.955
H 1.464 -0.657 -1.574
H 0.119 1.390 -1.005
H -2.600 -1.090 0.030
H -2.085 -1.215 -1.520
H -1.015 -0.300 2.876
H -0.115 -1.397 1.711
H 0.394 1.622 2.206
H 2.058 1.370 0.510
H 2.405 0.184 1.611


Of them, the most stable is a and the least stable is b.


a | 14
Properties=species:S:1:pos:R:3 method="wB97M-V/def2-TZVPD" e_homo_ev="-14.045 / -14.046" homo_lumo_gap_ev="7.30 / 7.30" lumo_energy_ev="-6.7 / -6.7" charge=+1
C -2.240 0.063 -0.260
C -1.427 -0.875 -1.107
C -0.300 1.045 0.684
N -1.691 0.806 0.543
N -0.213 -0.589 -0.900
N 0.358 0.385 -0.472
N 2.494 -0.374 0.090
H -3.324 -0.122 -0.261
H -1.750 -1.902 -1.302
H 0.105 2.016 0.752
H 0.134 0.694 1.724
H 3.059 -0.981 -0.459
H 2.285 -0.723 1.060
H 2.510 0.557 -0.093


b | 14
Properties=species:S:1:pos:R:3 method="wB97M-V/def2-TZVPD" e_homo_ev=-14.271 smiles="N[C@@]1([NH3+])C=CN=N1" homo_lumo_gap_ev=9.26 lumo_energy_ev=-5.0 charge=+1
N -0.531 0.021 -1.441
C -0.367 0.195 -0.110
N -0.368 -1.345 0.639
C 0.779 1.034 0.371
C 0.211 2.011 1.092
N -1.185 1.805 1.169
N -1.535 0.813 0.551
H 0.249 0.091 -2.075
H -1.458 0.020 -1.833
H -0.223 -2.063 -0.077
H -1.288 -1.463 1.071
H 0.359 -1.415 1.356
H 1.800 0.901 0.083
H 0.643 2.865 1.573


Of them, the most stable is b and the least stable is a.


a | 14
Properties=species:S:1:pos:R:3 method="wB97M-V/def2-TZVPD" e_homo_ev="-12.750 / -12.751" homo_lumo_gap_ev="6.63 / 6.64" lumo_energy_ev="-6.1 / -6.1" charge=+1
C -0.105 1.202 -0.270
C -0.336 -1.022 -0.241
C -1.672 -0.396 0.126
N 3.212 -0.254 0.255
N 2.604 0.536 -0.330
N 0.473 0.092 -0.527
N -1.393 1.077 0.166
H 0.426 2.175 -0.212
H 0.206 -1.462 0.649
H -0.343 -1.744 -1.077
H -2.541 -0.606 -0.556
H -2.129 -0.846 1.057
H 3.829 -0.523 0.988
H -2.232 1.771 -0.027


b | 14
Properties=species:S:1:pos:R:3 method="wB97M-V/def2-TZVPD" e_homo_ev=-15.824 homo_lumo_gap_ev=9.26 lumo_energy_ev=-6.6 charge=+1
C 0.818 -0.058 0.491
C -1.413 -0.274 -0.247
C 1.795 -1.125 0.854
N -2.485 -0.399 -1.040
N -1.482 0.381 -1.416
N 0.737 1.144 0.259
N -0.648 -0.570 0.730
H -1.890 2.037 -1.771
H 2.740 -1.007 1.171
H 1.870 -1.649 -0.162
H 1.188 -1.775 1.507
H 1.686 1.568 0.072
H -2.074 2.867 -1.922
H -0.845 -1.140 1.472


Of them, the most stable is a and the least stable is b.


a | 17
Properties=species:S:1:pos:R:3 method="wB97M-V/def2-TZVPD" e_homo_ev=-11.033 smiles=C.O.O.O.O homo_lumo_gap_ev=11.27 lumo_energy_ev=0.2 charge=0
C 1.631 1.148 0.810
H 0.916 1.714 1.395
H 1.220 0.219 0.460
H 2.370 0.689 1.466
H 2.069 1.762 0.030
O -1.227 -0.028 1.515
H -1.116 0.934 1.511
H -1.657 -0.085 0.648
O -0.185 -1.835 -2.230
H -0.161 -1.050 -2.790
H -0.089 -1.453 -1.340
O -1.211 1.710 -0.700
H -1.706 2.076 -1.446
H -0.332 1.712 -1.103
O 0.094 -2.289 0.439
H -0.591 -1.997 1.053
H -0.025 -3.228 0.282


b | 17
Properties=species:S:1:pos:R:3 method="wB97M-V/def2-TZVPD" e_homo_ev=-11.194 smiles=C.O.O.O.O homo_lumo_gap_ev=11.54 lumo_energy_ev=0.3 charge=0
C 1.972 -2.187 2.806
H 0.946 -2.009 2.687
H 2.360 -1.338 3.354
H 2.028 -3.189 3.335
H 2.510 -2.223 1.885
O 1.972 -0.540 -2.192
H 2.551 -0.897 -2.986
H 1.310 -1.191 -2.388
O -1.889 1.061 -1.491
H -1.707 2.057 -1.473
H -1.908 0.927 -2.446
O -0.383 3.117 0.472
H 0.592 3.139 0.547
H -0.679 2.376 0.969
O -1.706 -1.343 0.661
H -2.590 -1.355 0.244
H -1.197 -1.536 -0.164


Of them, the most stable is a and the least stable is b.